*w*
Here is a cluster of 2 separate species, C3H8BNO in total from the OMol25 dataset. Energies are from wB97M-V/def2-TZVPD.

Each line ends with the Löwdin charge.
CARTESIAN COORDINATES (ANGSTROEM)
B -1.863 -1.911 1.416  0.121
C 0.645 1.068 0.429  -0.154
C 1.342 0.479 -0.801  -0.282
C -0.777 0.738 0.058  -0.148
N 0.446 0.359 -1.862  0.032
O -0.866 0.397 -1.090  -0.025
H -2.011 -1.538 0.293  -0.047
H -0.710 -1.518 1.844  -0.004
H 1.116 0.811 1.387  0.113
H 0.778 2.174 0.402  0.119
H 2.179 1.025 -1.193  0.111
H 1.685 -0.580 -0.465  0.141
H -2.486 -2.611 2.065  -0.061
H 0.521 1.107 -2.483  0.084

Values from the calculation:
highest occupied orbital energy = -8.6 eV
frontier orbital gap = 8.81 eV

---

*x*
Here is an isolated molecule of C3H8BNO from the OMol25 dataset. Energies are from wB97M-V/def2-TZVPD.

Each line ends with the Löwdin charge.
CARTESIAN COORDINATES (ANGSTROEM)
B 1.946 0.006 -0.314  -0.016
C 0.542 0.115 0.178  -0.236
C -0.541 1.137 -0.429  -0.161
N -1.765 0.602 0.187  -0.104
O -1.790 -0.734 -0.123  -0.188
C -0.510 -1.253 0.219  -0.112
H 2.246 0.639 -1.220  0.016
H 2.791 -0.797 0.013  0.036
H 0.586 0.398 1.290  0.135
H -0.455 2.255 -0.293  0.141
H -0.625 0.812 -1.451  0.106
H -1.526 0.609 1.259  0.143
H -0.263 -2.164 -0.518  0.157
H -0.636 -1.627 1.203  0.083

Values from the calculation:
SMILES = B[C@H]1CNOC1
highest occupied orbital energy = -9.5 eV
frontier orbital gap = 9.65 eV

---

*y*
Here is a cluster of 2 separate species, C3H8BNO in total from the OMol25 dataset. Energies are from wB97M-V/def2-TZVPD.

Each line ends with the Löwdin charge.
CARTESIAN COORDINATES (ANGSTROEM)
C -1.820 2.009 0.274  0.017
C -1.841 0.807 -0.275  -0.262
N -0.945 -0.133 0.252  -0.046
C -0.924 -1.374 -0.085  -0.039
H -2.434 2.831 -0.164  0.072
H -1.212 2.320 1.045  0.029
H -2.586 0.689 -1.117  0.122
H -1.703 -2.023 -0.652  0.100
H -0.199 -2.087 0.356  0.063
B 2.987 -0.931 0.030  -0.226
O 2.408 0.268 0.021  0.047
H 4.167 -0.848 -0.262  0.035
H 2.566 -1.975 0.143  0.002
H 1.536 0.447 0.435  0.085

Values from the calculation:
SMILES = C=CN=C.BO
highest occupied orbital energy = -9.7 eV
frontier orbital gap = 10.04 eV

---

Of all the structures shown, which is most stable? *y*, and *w* is the least stable.